--- w ---
Computed, not measured: a gas-phase ion, C4H9N4 (charge +1), with ωB97M-V with the def2-TZVPD basis set.

## Properties
Total charge: +1
SMILES string: Cn1c(N)c[nH]c1=[NH2+]
Spin multiplicity: 1

Atoms and positions in Å:
C 0.69 1.68 -0.03
C 1.06 0.38 -0.16
C -1.11 0.29 0.03
C 0.08 -1.91 0.18
N -0.07 -0.46 0.01
N -0.63 1.82 -0.14
N 2.31 -0.18 -0.11
N -2.39 0.03 -0.14
H 1.22 2.61 0.03
H 0.99 -1.93 0.78
H -0.90 -2.22 0.44
H 0.23 -2.28 -0.74
H -1.02 2.56 0.40
H 2.96 0.38 0.31
H 2.60 -0.81 -0.88
H -2.94 -0.67 0.35
H -3.10 0.70 -0.34

---

--- x ---
Computed, not measured: a gas-phase ion, C4H9N4 (charge +1), with ωB97M-V with the def2-TZVPD basis set.

## Properties
Total charge: +1
Spin multiplicity: 1

Atoms and positions in Å:
C -0.11 0.80 -0.33
C 3.06 -0.36 0.65
C -3.60 0.10 0.12
C 2.11 -0.36 -0.55
N -1.39 0.86 -0.06
N -1.80 -1.35 0.29
N 0.74 -0.13 -0.32
N -2.16 -0.22 0.09
H 0.12 1.77 -0.66
H 3.40 -1.30 0.92
H 2.48 0.26 1.33
H 4.00 0.17 0.49
H -4.32 -0.62 0.45
H -3.43 0.93 0.83
H -3.70 0.68 -0.75
H 1.99 -1.41 -0.93
H 2.60 0.18 -1.55

---

--- y ---
Computed, not measured: a gas-phase ion, C4H9N4 (charge +1), with ωB97M-V with the def2-TZVPD basis set.

## Properties
Total charge: +1
SMILES string: [H]/N=N/N=C\[NH+]=C/CC
Spin multiplicity: 1

Atoms and positions in Å:
C -1.55 -1.41 -0.38
C 0.25 -0.21 0.64
C 2.35 0.29 -0.35
C 0.81 0.43 -0.60
N -2.32 -0.34 -0.72
N -2.45 0.68 -0.06
N -1.73 1.63 0.33
N -0.64 -1.11 0.67
H -1.85 -2.34 -0.61
H 0.82 -0.06 1.48
H 2.66 -0.75 -0.08
H 2.39 0.82 0.64
H 2.96 0.41 -1.25
H 0.59 0.09 -1.65
H 0.70 1.50 -0.71
H -2.31 2.10 1.03
H -0.69 -1.73 1.61

---

Which is most stable, and by how much? w, by 4.083 eV.

---

--- w ---
Computed, not measured: 2 unconnected molecules or ions with the total composition C4H11N3O2, with ωB97M-V with the def2-TZVPD basis set.

## Properties
Total charge: +1
Spin multiplicity: 2

Atoms and positions in Å:
C 0.28 0.27 -1.95
C -1.78 -0.05 -0.58
N -0.95 0.64 -1.31
N -1.57 -0.85 0.45
N -3.12 0.05 -0.95
H 1.88 -1.62 -0.01
H 0.68 -0.55 -1.34
H 0.96 1.09 -2.01
H -0.64 -0.88 0.87
H -1.99 -1.77 0.51
H -3.23 0.50 -1.86
H -3.63 0.57 -0.23
H 0.01 -0.22 -2.90
C 1.65 0.85 2.04
C 2.34 -0.03 1.05
O 1.55 -1.14 0.76
O 3.43 0.09 0.57
H 0.75 1.29 1.58
H 2.23 1.58 2.58
H 1.15 0.18 2.75

---

--- x ---
Computed, not measured: 2 unconnected molecules or ions with the total composition C4H11N3O2, with ωB97M-V with the def2-TZVPD basis set.

## Properties
Total charge: +1
Spin multiplicity: 2

Atoms and positions in Å:
C -2.64 -0.59 -2.45
C -2.02 0.66 -1.91
O -2.46 0.77 -0.56
O -1.43 1.57 -2.39
H -3.70 -0.58 -2.18
H -2.37 -1.51 -1.91
H -2.53 -0.90 -3.48
C 2.87 1.13 1.21
C 1.44 -0.75 1.55
N 1.58 0.58 1.49
N 0.16 -1.20 1.54
N 2.39 -1.73 1.52
H -1.86 0.53 0.14
H 3.29 1.65 2.07
H 2.60 1.85 0.43
H -0.49 -0.47 1.79
H 0.06 -2.05 2.08
H 2.00 -2.60 1.16
H 3.17 -1.76 2.14
H 3.70 0.45 0.99

---

Which is most stable, and by how much? w, by 0.877 eV.

---

--- w ---
Computed, not measured: a single C27H32N4O4 molecule, with ωB97M-V with the def2-TZVPD basis set.

## Properties
SMILES string: COc1ccc(C(=O)NC[C@@H](c2cccnc2)N2CCN(c3ccccc3OC)CC2)cc1OC
Spin multiplicity: 1

Atoms and positions in Å:
C -7.79 -2.72 0.25
H -8.61 -2.83 0.96
O -6.90 -1.82 0.86
C -5.74 -1.49 0.20
C -5.42 -1.98 -1.06
C -4.26 -1.60 -1.71
C -3.39 -0.70 -1.11
C -3.69 -0.22 0.15
C -4.85 -0.60 0.83
O -4.98 -0.03 2.06
C -5.94 -0.48 2.98
H -5.86 -1.55 3.16
H -6.96 -0.24 2.66
H -5.72 0.06 3.90
H -3.03 0.45 0.69
C -2.16 -0.32 -1.86
O -1.64 -1.06 -2.68
N -1.69 0.92 -1.60
H -2.14 1.49 -0.90
C -0.49 1.44 -2.20
H -0.72 2.36 -2.74
H -0.14 0.69 -2.92
C 0.62 1.77 -1.17
N 0.95 0.65 -0.30
C 2.06 0.95 0.60
C 3.43 0.90 -0.09
N 3.65 -0.38 -0.73
C 4.30 -1.40 -0.03
C 3.79 -2.69 0.06
C 4.49 -3.71 0.70
C 5.72 -3.45 1.27
C 6.26 -2.17 1.18
C 5.58 -1.16 0.53
O 6.10 0.11 0.37
C 7.41 0.36 0.80
H 8.13 -0.31 0.31
H 7.62 1.39 0.51
H 7.51 0.27 1.88
H 7.23 -1.99 1.61
H 6.27 -4.23 1.77
H 4.06 -4.70 0.75
H 2.83 -2.92 -0.36
C 2.56 -0.70 -1.63
C 1.20 -0.64 -0.93
H 0.40 -0.89 -1.63
H 1.17 -1.38 -0.12
H 2.73 -1.67 -2.08
H 2.59 0.05 -2.43
H 4.21 1.09 0.64
H 3.49 1.68 -0.87
H 1.91 1.93 1.05
H 2.04 0.20 1.39
C 0.11 2.92 -0.33
C -0.67 2.70 0.80
N -1.20 3.67 1.53
C -0.99 4.92 1.16
C -0.22 5.26 0.05
C 0.33 4.24 -0.71
H 0.93 4.46 -1.58
H -0.06 6.29 -0.21
H -1.45 5.68 1.78
H -0.84 1.69 1.15
H 1.48 2.13 -1.76
H -4.02 -2.00 -2.68
H -6.08 -2.67 -1.55
H -8.18 -2.34 -0.70
H -7.32 -3.70 0.09

---

--- x ---
Computed, not measured: a single C27H32N4O4 molecule, with ωB97M-V with the def2-TZVPD basis set.

## Properties
SMILES string: COc1ccc(Cc2nn3c([C@@H](CCCc4ccccc4)[C@@H](C)O)nc(C)c3c(=O)[nH]2)cc1OC
Spin multiplicity: 1

Atoms and positions in Å:
C 4.70 5.94 -1.83
H 4.31 6.74 -1.20
O 4.59 4.69 -1.19
C 3.35 4.23 -0.87
C 2.16 4.90 -1.10
C 0.94 4.35 -0.73
C 0.90 3.12 -0.11
C 2.09 2.43 0.13
C 3.31 2.97 -0.24
O 4.52 2.37 -0.05
C 4.54 1.10 0.56
H 5.60 0.82 0.60
H 4.14 1.14 1.58
H 3.99 0.36 -0.02
H 2.03 1.47 0.61
C -0.40 2.46 0.29
C -0.58 1.26 -0.59
N -0.24 0.11 -0.14
N -0.37 -0.93 -0.99
C -0.09 -2.22 -0.76
N -0.34 -2.95 -1.83
C -0.80 -2.12 -2.79
C -0.83 -0.83 -2.30
C -1.21 0.45 -2.82
O -1.62 0.72 -3.93
N -1.05 1.47 -1.86
H -1.27 2.41 -2.16
C -1.19 -2.60 -4.14
H -2.01 -3.30 -4.06
H -0.35 -3.11 -4.61
H -1.49 -1.75 -4.75
C 0.45 -2.73 0.54
H 0.77 -1.87 1.13
C -0.63 -3.52 1.29
C -1.97 -2.80 1.39
H -2.34 -2.56 0.39
H -2.70 -3.47 1.85
C -1.91 -1.51 2.23
C -3.25 -0.86 2.28
C -3.65 0.00 1.26
C -4.91 0.58 1.27
C -5.79 0.31 2.30
C -5.41 -0.55 3.32
C -4.15 -1.12 3.31
H -3.85 -1.79 4.10
H -6.09 -0.77 4.13
H -6.77 0.75 2.31
H -5.20 1.24 0.47
H -2.97 0.22 0.45
H -1.58 -1.76 3.24
H -1.18 -0.83 1.79
H -0.27 -3.74 2.30
H -0.78 -4.47 0.78
C 1.68 -3.62 0.22
O 1.32 -4.76 -0.51
H 0.73 -4.48 -1.23
C 2.41 -4.07 1.49
H 2.66 -3.22 2.11
H 1.78 -4.76 2.05
H 3.32 -4.59 1.21
H 2.38 -3.00 -0.37
H -1.23 3.15 0.16
H -0.36 2.13 1.32
H 0.04 4.90 -0.92
H 2.17 5.87 -1.58
H 4.18 5.95 -2.79
H 5.76 6.09 -1.99

---

Which is most stable, and by how much? x, by 1.730 eV.

---

--- w ---
Computed, not measured: a single C5H7I molecule, with ωB97M-V with the def2-TZVPD basis set.

## Properties
SMILES string: I[C@]12CC[C@H]1C2
Spin multiplicity: 1

Atoms and positions in Å:
C 0.63 0.09 0.84
C -0.87 0.56 0.76
C -0.22 -0.65 -1.36
C 0.63 0.41 -0.81
C -0.83 0.57 -0.75
I -1.88 2.07 -1.90
H 1.39 0.88 1.32
H 0.74 -0.86 1.09
H -1.42 -0.24 1.27
H -1.12 1.52 1.11
H -0.27 -0.73 -2.44
H -0.22 -1.55 -0.73
H 1.36 0.88 -1.35

---

--- x ---
Computed, not measured: a single C5H7I molecule, with ωB97M-V with the def2-TZVPD basis set.

## Properties
SMILES string: C[C@H]1C=C(I)C1
Spin multiplicity: 1

Atoms and positions in Å:
C 0.44 0.14 -0.05
C -0.71 1.03 0.47
C -0.64 -1.08 0.43
C -1.48 0.05 1.12
C 1.37 0.32 -1.42
I -3.04 -0.17 2.47
H 1.15 -0.12 0.80
H -0.75 2.19 0.44
H -1.01 -1.58 -0.34
H -0.02 -1.73 1.07
H 2.21 -0.36 -1.38
H 1.76 1.32 -1.36
H 0.72 -0.02 -2.26

---

Which is most stable, and by how much? w, by 0.402 eV.

---

--- w ---
Computed, not measured: 2 unconnected molecules or ions with the total composition C5H14NO, with ωB97M-V with the def2-TZVPD basis set.

## Properties
Total charge: +1
Spin multiplicity: 1

Atoms and positions in Å:
C -1.29 0.00 0.63
C -0.45 1.22 0.55
C -0.29 1.89 -0.82
C 1.90 0.77 -1.44
C 0.62 1.11 -1.78
N -0.64 -1.23 -0.06
H -1.61 -0.40 1.59
H -2.24 0.07 0.09
H 0.50 1.10 1.06
H -0.96 1.91 1.24
H -1.22 1.94 -1.39
H 0.10 2.92 -0.86
H 2.24 0.71 -0.42
H 2.57 1.20 -2.18
H 0.52 1.44 -2.81
H -1.29 -1.86 -0.53
H -0.10 -1.80 0.60
H -0.05 -1.01 -0.89
H 0.40 -3.59 2.39
H 0.74 -2.22 2.81
O 0.22 -2.67 2.13

---

--- x ---
Computed, not measured: 2 unconnected molecules or ions with the total composition C5H14NO, with ωB97M-V with the def2-TZVPD basis set.

## Properties
Total charge: +1
Spin multiplicity: 1

Atoms and positions in Å:
C -1.91 -0.82 -0.51
C -0.61 -0.10 -0.70
C 0.42 -0.42 0.44
C 0.58 -1.86 0.72
C 1.70 -2.56 0.87
N -0.80 1.46 -0.56
H -2.72 -0.58 -1.20
H -1.71 -1.78 -1.05
H -2.15 -1.09 0.51
H -0.17 -0.20 -1.67
H 0.08 0.21 1.28
H 1.38 0.00 0.09
H -0.35 -2.43 0.81
H 1.71 -3.63 0.80
H 2.60 -1.97 1.06
H -1.69 1.50 -0.08
H -0.89 1.83 -1.50
H 0.02 1.88 -0.09
H 1.94 3.78 -0.30
H 1.13 3.68 0.90
O 1.44 3.10 0.17

---

--- y ---
Computed, not measured: 2 unconnected molecules or ions with the total composition C5H14NO, with ωB97M-V with the def2-TZVPD basis set.

## Properties
Total charge: +1
Spin multiplicity: 1

Atoms and positions in Å:
C 1.63 0.44 -0.63
C 1.14 -0.89 -0.20
C -0.48 -0.94 -0.22
C -1.05 -2.02 0.28
C -2.52 -2.09 0.49
N 1.39 1.33 0.67
H 1.06 1.04 -1.31
H 2.66 0.43 -0.88
H 1.67 -1.17 0.72
H 1.55 -1.63 -1.01
H -0.97 -0.19 -0.81
H -0.41 -2.91 0.52
H -3.09 -1.88 -0.55
H -3.06 -1.39 1.11
H -2.86 -3.11 0.86
H 0.43 1.60 1.05
H 1.95 2.30 0.53
H 1.80 0.84 1.50
H -0.85 3.77 -0.24
H -0.04 3.12 -1.37
O 0.04 3.36 -0.53

---

Which is most stable, and by how much? x, by 0.377 eV.

---

--- w ---
Computed, not measured: 2 unconnected molecules or ions with the total composition C5H14NO, with ωB97M-V with the def2-TZVPD basis set.

## Properties
Total charge: +1
Spin multiplicity: 1

Atoms and positions in Å:
C 2.34 -1.81 1.15
C 2.00 -1.46 -0.30
C 0.47 -1.30 -0.56
C -0.02 0.09 -0.34
C -0.81 0.62 0.60
N -1.22 2.01 0.45
H 3.29 -1.36 1.48
H 2.47 -2.85 1.44
H 1.60 -1.42 1.87
H 2.28 -2.37 -0.85
H 2.68 -0.71 -0.70
H -0.06 -2.09 -0.04
H 0.43 -1.55 -1.62
H 0.59 0.85 -0.85
H -0.93 0.06 1.53
H -1.18 2.49 1.34
H -2.20 2.07 0.11
H -0.73 2.52 -0.28
H -3.40 1.42 -1.87
H -4.07 2.76 -1.39
O -3.53 2.02 -1.15

---

--- x ---
Computed, not measured: 2 unconnected molecules or ions with the total composition C5H14NO, with ωB97M-V with the def2-TZVPD basis set.

## Properties
Total charge: +1
Spin multiplicity: 1

Atoms and positions in Å:
C -1.08 -0.40 1.63
C -1.49 0.59 0.53
C -0.67 0.42 -0.76
C 0.81 0.51 -0.61
C 1.83 -0.13 -1.13
N 1.22 1.80 0.13
H -1.55 -0.11 2.56
H -1.40 -1.38 1.30
H 0.00 -0.45 1.78
H -2.54 0.46 0.26
H -1.33 1.60 0.91
H -1.02 1.11 -1.53
H -0.78 -0.59 -1.16
H 2.79 0.32 -1.36
H 1.64 -1.10 -1.57
H 0.43 2.07 0.73
H 2.10 1.80 0.64
H 1.22 2.57 -0.55
H -0.79 -3.16 -0.35
H 0.65 -3.30 -0.75
O -0.05 -2.64 -0.69

---

--- y ---
Computed, not measured: a gas-phase ion, C5H14NO (charge +1), with ωB97M-V with the def2-TZVPD basis set.

## Properties
Total charge: +1
SMILES string: C[C@H]([NH3+])CCCO
Spin multiplicity: 1

Atoms and positions in Å:
C -0.83 -1.21 -2.08
C -0.59 -0.56 -0.73
C 0.22 0.78 -0.88
C 1.16 1.22 0.27
C 0.79 0.69 1.68
O 1.49 -0.53 1.82
N -1.95 -0.25 -0.11
H -1.36 -2.17 -1.89
H 0.12 -1.66 -2.40
H -1.39 -0.67 -2.84
H 0.04 -1.25 -0.16
H -0.40 1.59 -1.28
H 0.74 0.52 -1.80
H 1.26 2.29 0.16
H 2.20 0.96 -0.03
H 0.93 1.44 2.45
H -0.24 0.34 1.54
H 2.03 -0.70 2.61
H -2.14 0.75 -0.13
H -1.81 -0.56 0.85
H -2.81 -0.66 -0.49

---

--- z ---
Computed, not measured: 2 unconnected molecules or ions with the total composition C5H14NO, with ωB97M-V with the def2-TZVPD basis set.

## Properties
Total charge: +1
Spin multiplicity: 1

Atoms and positions in Å:
C -0.55 -1.09 -1.07
C 0.57 -0.27 -1.71
C 1.76 0.02 -0.78
C 0.65 1.96 0.44
C 1.74 1.26 0.06
N -0.59 -0.96 0.45
H -1.52 -0.69 -1.35
H -0.48 -2.14 -1.28
H 0.18 0.66 -2.11
H 0.98 -0.87 -2.51
H 2.01 -0.81 -0.11
H 2.64 0.07 -1.43
H -0.02 2.17 -0.40
H 0.50 2.45 1.39
H 2.63 1.34 0.68
H -0.09 -1.70 0.95
H -1.55 -0.80 0.79
H -0.06 -0.12 0.73
H -2.60 0.53 2.37
H -3.48 -0.59 2.71
O -2.71 -0.41 2.17

---

Which is most stable, and by how much? x, by 0.103 eV.